[1]
Molecular formula: C7H13NO2S
Method: DFT, ωB97M-V/def2-TZVPD

max |F| = 3.73 eV Å⁻¹
structure (SMILES) = CC(=O)/N=C1/CCCCO1.S
charge = 0
orbital gap = 10.1 eV

Last column: natural (NBO) charge in e.
Positions of all 24 atoms, in Å:
C (-3.3545, -1.6428, -0.4305)  -0.71
C (-2.8569, -0.3292, 0.2302)  0.70
O (-3.5974, 0.5002, 0.6180)  -0.55
N (-1.4977, -0.2568, 0.4649)  -0.58
C (-0.5992, 0.5451, 0.1418)  0.64
C (0.6053, 0.7052, 0.9684)  -0.51
C (1.8327, 1.3308, 0.2523)  -0.39
C (1.4026, 2.6549, -0.3515)  -0.42
C (0.2628, 2.1798, -1.4242)  -0.08
O (-0.8126, 1.3661, -0.9501)  -0.50
H (-4.0262, -1.4912, -1.2098)  0.23
H (-2.5204, -2.1606, -0.8243)  0.20
H (-3.9068, -2.2704, 0.2296)  0.24
H (0.8838, -0.3037, 1.3196)  0.26
H (0.5321, 1.3236, 1.9526)  0.25
H (2.1225, 0.7532, -0.5812)  0.20
H (2.6900, 1.4905, 0.9773)  0.21
H (1.0912, 3.3263, 0.3980)  0.21
H (2.2769, 3.0345, -0.9319)  0.22
H (-0.2478, 3.1263, -1.7242)  0.20
H (0.7043, 1.6952, -2.2994)  0.18
S (0.2941, -2.7063, -0.2452)  -0.28
H (0.3002, -2.5438, -1.5453)  0.13
H (-0.7820, -2.0696, -0.0532)  0.14


[2]
Molecular formula: C7H13NOPPr
Method: DFT, ωB97M-V/def2-TZVPD

max |F| = 3.35 eV Å⁻¹
charge = 0
multiplicity = 3
orbital gap (spin up / spin down) = 4.8 / 4.7 eV

Last column: Löwdin spin population.
Positions of all 24 atoms, in Å:
C (0.2358, -0.6718, -2.5462)  -0.03
C (-0.5531, 0.0540, -3.4092)  0.00
C (-0.6435, 1.4756, -3.2680)  -0.01
C (0.3082, 2.1184, -2.3997)  0.00
C (1.0636, 1.3807, -1.5192)  -0.04
Pr (-0.9718, 0.5228, -0.9810)  2.09
P (-0.1087, -2.3711, -0.0234)  0.00
H (0.5002, -1.7087, -2.7376)  0.00
H (-1.1781, -0.4133, -4.1847)  0.00
H (-1.3307, 2.0597, -3.8979)  0.00
H (1.8509, 1.8000, -0.8910)  0.00
H (0.3101, 3.2185, -2.4530)  0.00
H (1.1972, -2.4600, 0.5475)  0.00
H (0.1078, -3.4405, -0.9318)  0.00
H (-0.7722, -3.1986, 0.9314)  0.00
C (0.7666, 0.8733, 3.4653)  0.00
C (-0.2139, 0.2382, 2.5312)  0.00
N (-0.9308, -0.7853, 2.9983)  0.00
O (-0.3668, 0.6356, 1.3355)  0.00
H (0.5757, 0.5613, 4.4999)  0.00
H (0.6961, 1.9652, 3.4065)  0.00
H (1.7913, 0.5702, 3.2038)  0.00
H (-1.5469, -1.3141, 2.3830)  0.00
H (-0.7874, -1.1101, 3.9405)  0.00


[3]
Molecular formula: C7H13NP
Method: DFT, ωB97M-V/def2-TZVPD

max |F| = 3.97 eV Å⁻¹
charge = +1
orbital gap = 7.2 eV

Last column: natural (NBO) charge in e.
Positions of all 22 atoms, in Å:
C (0.1252, -0.8639, -1.8832)  -0.31
C (0.2952, -0.2185, -0.7381)  -0.18
C (-2.7288, 0.1120, -2.6786)  -0.94
C (1.9195, -0.9790, 2.4717)  -0.41
C (0.5707, 0.9703, 1.9637)  -0.44
C (1.1871, -0.6590, 0.2154)  0.24
C (-0.5658, 1.0261, -0.8760)  -0.71
N (1.2762, -0.1969, 1.4868)  -0.26
P (-0.9039, 0.4334, -2.5960)  0.88
H (0.6564, -1.7571, -2.1324)  0.24
H (-3.1628, 0.9925, -2.9673)  0.25
H (-3.1949, -0.2232, -1.6433)  0.24
H (2.6213, -1.4555, 1.8054)  0.22
H (2.2152, -0.4623, 3.3561)  0.24
H (1.2401, -1.7720, 2.9260)  0.23
H (-0.4487, 0.9485, 1.6471)  0.23
H (0.6574, 1.2144, 3.0247)  0.25
H (0.9382, 1.8401, 1.4854)  0.23
H (1.8523, -1.4452, -0.1064)  0.23
H (-3.0186, -0.5371, -3.6125)  0.28
H (-1.5210, 1.1063, -0.3814)  0.25
H (-0.0104, 1.9261, -0.7673)  0.25


[4]
Molecular formula: C7H13O
Method: DFT, ωB97M-V/def2-TZVPD

max |F| = 6.68 eV Å⁻¹
charge = +1
orbital gap (spin up / spin down) = 8.4 / 8.4 eV

Last column: natural (NBO) charge in e.
Positions of all 21 atoms, in Å:
C (-0.6589, 0.9053, -0.0952)  -0.44
C (-1.6452, -0.0832, 0.0352)  0.43
C (0.6903, 0.7328, -0.0199)  0.63
C (-3.0786, 0.2775, -0.0881)  -0.72
C (-1.3671, -1.5636, 0.1595)  -0.70
C (1.7318, 1.6686, 0.1240)  -0.78
C (2.6221, -1.0043, -0.0845)  -0.28
O (1.2656, -0.8296, 0.0386)  -0.52
H (-0.8335, 1.8973, -0.3625)  0.26
H (-3.3562, 1.1863, 0.4157)  0.26
H (-3.3567, 0.5534, -1.1321)  0.30
H (-3.6487, -0.4530, 0.4526)  0.25
H (-2.2362, -2.1443, -0.0369)  0.25
H (-1.2778, -1.8121, 1.2501)  0.29
H (-0.5958, -1.8594, -0.5064)  0.28
H (1.4662, 2.7008, -0.0838)  0.28
H (2.6358, 1.3484, -0.5659)  0.29
H (2.1413, 1.6817, 1.1630)  0.31
H (3.3327, -0.4765, 0.7200)  0.19
H (2.7510, -2.1297, -0.2035)  0.24
H (2.9721, -0.6315, -1.0727)  0.18


- Look up the max |F| of the fourth one.
  6.68 eV Å⁻¹